1.
10 unconnected molecules or ions with the total composition C32H90N6O14, computed with the ωB97M-V functional and the def2-TZVPD basis.

## Properties
Relative energy (zero: lowest compared OMol25 entry of this formula, charge and spin), kJ/mol: 141.51
SMILES string: COC[C@H](C)N.COC[C@H](C)N.COC[C@H](C)N.COC[C@H](C)N.COC[C@H](C)N.COC[C@H](C)N.OCCO.OCCO.OCCO.OCCO
LUMO energy, eV: 0.33
Gap between HOMO and LUMO, eV: 9.20
Maximum force, Eh/bohr: 0.0741

The geometry in ORCA input format:
```
! wB97M-V def2-TZVPD RIJCOSX def2/J DEFGRID3
* xyz 0 1
C -4.582 1.798 4.537
O -4.063 1.380 3.336
C -3.960 -0.043 3.140
C -2.870 -0.822 3.974
C -1.555 -0.157 3.923
N -2.785 -2.243 3.577
H -5.663 1.605 4.649
H -4.477 2.892 4.520
H -4.062 1.485 5.443
H -4.917 -0.586 3.186
H -3.744 -0.173 2.105
H -3.113 -0.767 5.082
H -1.539 0.822 4.387
H -1.177 -0.064 2.893
H -0.775 -0.768 4.350
H -2.471 -2.344 2.622
H -3.696 -2.661 3.743
C -3.648 -0.502 -4.301
O -2.927 -1.659 -4.110
C -1.965 -1.446 -3.097
C -1.150 -2.718 -2.770
C -2.031 -3.897 -2.483
N -0.228 -2.431 -1.652
H -4.113 -0.033 -3.415
H -4.295 -0.610 -5.087
H -2.967 0.262 -4.715
H -1.267 -0.666 -3.450
H -2.345 -1.052 -2.162
H -0.451 -2.889 -3.586
H -2.454 -3.768 -1.444
H -1.428 -4.822 -2.558
H -2.779 -3.928 -3.281
H 0.149 -1.451 -1.735
H 0.561 -3.057 -1.621
C -3.534 6.718 -3.382
O -4.613 5.939 -3.795
C -4.149 4.810 -4.517
C -5.367 4.072 -5.019
C -6.124 3.660 -3.799
N -5.007 2.841 -5.901
H -3.051 7.084 -4.258
H -2.786 6.194 -2.787
H -3.758 7.511 -2.668
H -3.537 5.164 -5.409
H -3.503 4.160 -3.900
H -6.000 4.791 -5.528
H -6.614 4.581 -3.440
H -5.462 3.219 -3.043
H -6.923 3.052 -4.037
H -4.749 3.190 -6.759
H -5.841 2.277 -6.041
C 2.118 1.685 3.269
O 2.815 0.554 2.692
C 4.059 0.342 3.216
C 4.562 -1.039 2.737
C 3.475 -2.102 2.938
N 5.809 -1.352 3.333
H 2.055 1.676 4.384
H 1.100 1.687 2.863
H 2.610 2.601 2.910
H 4.772 1.167 2.922
H 3.953 0.368 4.301
H 4.760 -0.954 1.607
H 3.836 -3.084 2.675
H 2.540 -1.905 2.330
H 3.220 -2.178 3.961
H 6.471 -0.658 3.124
H 5.642 -1.394 4.327
C 0.428 -4.201 1.068
O 1.124 -5.406 1.506
C 0.316 -6.265 2.251
C -0.004 -5.678 3.646
C 1.170 -5.120 4.354
N -0.738 -6.770 4.371
H 0.582 -3.361 1.752
H -0.634 -4.455 1.142
H 0.649 -3.966 0.067
H -0.669 -6.434 1.772
H 0.867 -7.215 2.240
H -0.683 -4.892 3.328
H 0.823 -4.746 5.345
H 1.568 -4.247 3.762
H 2.029 -5.815 4.433
H -0.142 -7.553 4.543
H -1.205 -6.533 5.268
C 5.922 3.943 -1.020
O 4.788 3.166 -1.049
C 4.962 1.953 -1.760
C 3.737 1.171 -1.864
C 4.011 -0.081 -2.748
N 2.597 1.887 -2.479
H 5.869 4.482 -0.105
H 6.039 4.650 -1.823
H 6.855 3.303 -0.927
H 5.305 2.119 -2.808
H 5.711 1.338 -1.223
H 3.538 0.996 -0.825
H 4.708 -0.793 -2.259
H 4.464 0.222 -3.686
H 3.124 -0.701 -2.943
H 2.704 2.822 -2.058
H 2.793 2.065 -3.469
O -3.016 2.925 1.200
C -3.386 2.715 -0.144
C -2.851 1.475 -0.804
O -3.302 0.306 -0.037
H -3.258 2.103 1.644
H -4.504 2.877 -0.166
H -2.953 3.592 -0.778
H -1.786 1.647 -0.998
H -3.319 1.287 -1.819
H -2.524 -0.016 0.412
O 2.697 -4.057 -2.530
C 3.868 -4.621 -1.951
C 3.954 -4.506 -0.464
O 3.614 -3.183 -0.123
H 2.712 -3.147 -2.250
H 3.886 -5.686 -2.219
H 4.735 -4.185 -2.401
H 4.966 -4.741 -0.211
H 3.325 -5.183 0.086
H 3.206 -3.142 0.752
O -0.291 5.496 -0.520
C 0.627 4.394 -0.386
C 2.067 4.665 -0.061
O 2.624 3.694 0.719
H -0.184 5.932 0.335
H 0.265 3.693 0.358
H 0.564 3.888 -1.343
H 2.172 5.565 0.538
H 2.546 4.752 -1.048
H 3.375 3.329 0.247
O 0.593 0.464 -1.128
C 0.641 0.630 0.258
C 0.375 -0.731 0.897
O -0.984 -1.092 0.750
H 1.122 1.175 -1.630
H 1.532 1.135 0.626
H -0.184 1.255 0.598
H 0.594 -0.714 1.993
H 0.970 -1.514 0.441
H -1.092 -1.723 0.050
*
```

Here are the Mulliken charges for atoms 1 to 2, given in e:
1 C -0.862
2 O -0.299

2.
10 unconnected molecules or ions with the total composition C32H92N8O10, computed with the ωB97M-V functional and the def2-TZVPD basis.

## Properties
Relative energy (zero: lowest compared OMol25 entry of this formula, charge and spin), kJ/mol: 304.54
SMILES string: COC[C@H](C)N.COC[C@H](C)N.COC[C@H](C)N.COC[C@H](C)N.COC[C@H](C)N.COC[C@H](C)N.COC[C@H](C)N.COC[C@H](C)N.O.O
LUMO energy, eV: -0.13
Gap between HOMO and LUMO, eV: 8.73
Maximum force, Eh/bohr: 0.0453

The geometry in ORCA input format:
```
! wB97M-V def2-TZVPD RIJCOSX def2/J DEFGRID3
* xyz 0 1
C -4.266 2.603 -1.085
O -3.240 2.254 -0.194
C -3.642 2.239 1.155
C -2.723 1.316 1.952
C -2.848 -0.146 1.513
N -3.053 1.454 3.384
H -4.417 3.694 -1.051
H -5.211 2.105 -0.853
H -3.993 2.468 -2.133
H -3.527 3.270 1.535
H -4.723 2.094 1.271
H -1.672 1.625 1.911
H -3.905 -0.403 1.631
H -2.202 -0.844 2.046
H -2.653 -0.328 0.455
H -2.700 2.346 3.729
H -2.406 0.825 3.863
C 4.254 -1.904 3.051
O 5.365 -2.725 2.757
C 5.502 -2.909 1.372
C 6.679 -3.828 1.024
C 8.011 -3.335 1.580
N 6.833 -4.066 -0.406
H 4.279 -1.530 4.075
H 3.320 -2.449 2.912
H 4.257 -0.992 2.445
H 4.638 -3.454 0.967
H 5.663 -1.927 0.907
H 6.482 -4.805 1.476
H 8.006 -3.057 2.634
H 8.249 -2.380 1.088
H 8.871 -3.960 1.346
H 6.959 -3.165 -0.870
H 5.967 -4.394 -0.828
C 4.662 2.652 2.538
O 4.820 4.037 2.761
C 6.026 4.500 2.218
C 6.170 5.997 2.574
C 7.379 6.682 1.932
N 6.371 6.029 4.058
H 4.627 2.460 1.456
H 3.745 2.262 2.970
H 5.555 2.109 2.872
H 6.944 4.018 2.570
H 5.956 4.412 1.121
H 5.235 6.520 2.374
H 7.317 7.767 1.893
H 7.459 6.317 0.904
H 8.313 6.414 2.429
H 7.244 5.523 4.208
H 5.716 5.396 4.510
C -7.299 0.811 -7.151
O -6.622 0.264 -6.031
C -5.371 0.828 -5.744
C -4.414 -0.130 -5.051
C -3.099 0.542 -4.691
N -4.117 -1.300 -5.861
H -7.823 1.711 -6.808
H -8.131 0.133 -7.340
H -6.651 0.977 -8.008
H -4.877 1.111 -6.692
H -5.485 1.813 -5.267
H -4.897 -0.410 -4.110
H -2.544 -0.152 -4.056
H -3.185 1.467 -4.119
H -2.450 0.736 -5.548
H -5.007 -1.646 -6.218
H -3.584 -1.073 -6.695
C -6.519 -1.673 -1.278
O -5.863 -2.481 -2.236
C -4.461 -2.545 -2.026
C -3.858 -3.739 -2.773
C -2.355 -3.541 -2.949
N -4.421 -3.829 -4.164
H -6.216 -0.622 -1.220
H -6.397 -2.131 -0.292
H -7.566 -1.693 -1.580
H -4.075 -1.615 -2.470
H -4.209 -2.508 -0.959
H -4.110 -4.712 -2.343
H -2.188 -2.499 -3.252
H -1.833 -4.209 -3.624
H -1.862 -3.487 -1.969
H -5.404 -3.589 -3.985
H -4.161 -2.893 -4.518
C 0.998 -7.874 1.864
O 1.218 -7.624 0.496
C 1.179 -6.266 0.126
C 1.215 -6.099 -1.381
C 2.518 -6.593 -2.018
N 1.121 -4.647 -1.623
H 1.900 -7.607 2.415
H 0.633 -8.896 1.952
H 0.162 -7.322 2.320
H 0.298 -5.782 0.554
H 2.095 -5.785 0.498
H 0.379 -6.623 -1.844
H 3.418 -6.276 -1.491
H 2.679 -6.254 -3.043
H 2.353 -7.674 -2.103
H 0.960 -4.255 -2.537
H 1.902 -4.120 -1.254
C 1.005 4.679 2.507
O -0.157 5.344 2.938
C -1.089 5.640 1.920
C -2.180 6.565 2.446
C -3.307 6.749 1.438
N -1.688 7.873 2.896
H 1.366 5.265 1.655
H 0.939 3.627 2.194
H 1.676 4.605 3.364
H -0.682 6.068 0.995
H -1.513 4.671 1.624
H -2.693 6.111 3.298
H -3.996 7.546 1.716
H -3.900 5.831 1.395
H -3.010 6.965 0.407
H -0.818 7.667 3.388
H -1.407 8.467 2.122
C -0.770 0.655 -1.761
O 0.583 0.319 -1.549
C 0.882 -0.773 -0.698
C 0.809 -0.258 0.756
C 1.570 1.023 1.025
N 1.085 -1.257 1.787
H -1.481 -0.176 -1.713
H -0.942 1.294 -2.623
H -1.056 1.281 -0.906
H 0.063 -1.493 -0.801
H 1.869 -1.180 -0.909
H -0.224 0.095 0.899
H 1.568 1.207 2.103
H 0.979 1.859 0.641
H 2.585 1.087 0.629
H 0.649 -2.130 1.507
H 0.690 -0.994 2.680
O -0.113 -3.930 2.702
H -0.581 -3.598 3.476
H -0.787 -4.396 2.193
O 0.215 0.300 4.391
H 0.511 -0.448 4.924
H -0.314 0.832 4.997
*
```

Here are the Mulliken charges for atoms 1 to 2, given in e:
1 C -0.457
2 O -0.092